a) Computed, not measured: C27H33AsFN2S4SbTi as an isolated structure, with wB97M-V/def2-TZVPD.

Atoms and positions in Å:
1 Sb 1.283 0.470 -1.541
2 As 0.521 -4.245 -0.907
3 Ti -0.513 -1.536 0.439
4 S -0.622 -5.769 0.036
5 S -0.909 -2.660 -1.689
6 S 1.915 -4.728 -2.414
7 S 1.478 -2.977 0.675
8 F -4.406 3.387 -1.042
9 N 0.019 -0.520 2.274
10 N -1.840 -2.396 1.853
11 C -2.281 -1.938 5.504
12 C -0.152 1.426 -2.894
13 C -2.562 2.557 0.191
14 C -1.349 -0.978 5.730
15 C 2.690 -0.429 -2.952
16 C 3.460 0.549 -3.832
17 C 0.975 0.396 2.532
18 C -3.811 1.105 -1.273
19 C 2.398 2.305 -1.093
20 C -1.889 0.201 -0.034
21 C -0.525 -0.450 4.673
22 C -2.484 -2.460 4.189
23 C -2.959 0.058 -0.927
24 C -3.404 -3.456 3.879
25 C 3.672 2.006 -0.310
26 C -1.696 -1.933 3.134
27 C -3.525 -3.924 2.578
28 C 3.641 -1.351 -2.193
29 C -1.738 1.483 0.515
30 C 1.222 0.935 3.768
31 C -0.723 -0.953 3.359
32 C -2.710 -3.367 1.595
33 C -3.586 2.341 -0.707
34 C 1.507 3.280 -0.333
35 C 0.329 2.635 -3.691
36 C -0.784 0.399 -3.827
37 C 0.452 0.513 4.879
38 H -4.628 0.974 -1.974
39 H -1.547 0.878 -4.453
40 H -2.882 -2.331 6.317
41 H -4.011 -3.870 4.679
42 H 2.681 2.749 -2.053
43 H 3.103 -2.139 -1.667
44 H -2.734 -3.727 0.574
45 H 4.071 0.003 -4.560
46 H 4.214 2.932 -0.080
47 H -0.038 -0.046 -4.493
48 H 1.563 0.687 1.668
49 H 3.449 1.515 0.642
50 H -0.529 3.139 -4.152
51 H -4.204 -4.720 2.310
52 H -2.419 3.542 0.620
53 H 2.012 1.666 3.878
54 H 0.856 3.374 -3.084
55 H -3.131 -0.909 -1.394
56 H -0.942 1.665 1.231
57 H 0.625 0.911 5.872
58 H 4.333 -1.834 -2.891
59 H 0.612 3.549 -0.898
60 H 4.143 1.161 -3.235
61 H -0.917 1.760 -2.185
62 H -1.248 -0.419 -3.279
63 H 0.994 2.332 -4.503
64 H 2.052 4.204 -0.098
65 H -1.191 -0.587 6.729
66 H 1.172 2.849 0.614
67 H 4.348 1.349 -0.860
68 H 2.048 -1.058 -3.578
69 H 2.808 1.227 -4.384
70 H 4.240 -0.799 -1.461

Output
<S²> ... 2.03
Net charge ... -2
LUMO energy (spin up / spin down) ... 4.37 / 4.37 eV
Multiplicity ... 3
E_HOMO (spin up / spin down) ... -0.42 / -1.62 eV

Results of the Löwdin charge analysis, in e, for atoms 1 through 8:
1 Sb 1.52
2 As -0.49
3 Ti 0.30
4 S -0.21
5 S -0.02
6 S -0.21
7 S -0.04
8 F 0.00



b) Computed, not measured: C27H33AsFN2S4SbTi as an isolated structure, with wB97M-V/def2-TZVPD.

Atoms and positions in Å:
1 Sb -0.720 -2.674 -0.289
2 As 3.061 0.751 -1.995
3 Ti 0.816 1.958 -1.257
4 S -0.720 0.811 -2.756
5 S 4.548 -0.362 -2.990
6 S 0.797 -0.462 -2.205
7 S 2.465 2.516 -3.085
8 F -2.162 0.215 4.019
9 N 1.879 2.908 0.192
10 N -0.018 3.730 -1.497
11 C -0.255 1.254 0.438
12 C 1.407 6.363 1.410
13 C -0.333 -0.037 2.534
14 C 0.001 5.985 -0.532
15 C -1.537 0.553 2.846
16 C 0.452 4.643 -0.578
17 C 2.201 -3.494 -0.910
18 C 0.285 0.326 1.339
19 C 1.134 -3.740 0.156
20 C -0.918 -5.114 -2.251
21 C 1.432 4.183 0.349
22 C 1.652 -3.335 1.538
23 C -1.404 5.460 -2.433
24 C -2.126 -4.094 0.710
25 C -2.239 -3.054 -2.896
26 C -3.058 -3.232 1.568
27 C -0.936 4.157 -2.416
28 C 3.196 3.180 2.189
29 C -0.964 6.386 -1.514
30 C 0.502 6.829 0.465
31 C -1.481 1.812 0.825
32 C 2.772 2.429 1.111
33 C -0.960 -3.590 -2.257
34 C 2.766 4.481 2.361
35 C 1.871 5.041 1.389
36 C -1.488 -5.196 1.556
37 C -2.131 1.474 2.014
38 H 0.158 7.858 0.497
39 H 1.984 -2.293 1.532
40 H -2.221 -1.963 -2.952
41 H 0.020 -5.494 -1.837
42 H 0.109 -0.760 3.213
43 H -3.077 1.923 2.297
44 H -2.360 -3.442 -3.917
45 H -0.823 -5.835 0.971
46 H 0.875 -4.801 0.167
47 H 3.140 -3.993 -0.637
48 H -1.738 -5.537 -1.664
49 H -1.011 -5.507 -3.273
50 H 3.891 2.732 2.890
51 H -1.966 2.534 0.175
52 H 2.513 -3.952 1.825
53 H -3.125 -3.351 -2.321
54 H 1.767 7.024 2.193
55 H -2.719 -4.561 -0.083
56 H 2.430 -2.433 -1.025
57 H 0.892 -3.439 2.316
58 H -3.545 -2.452 0.977
59 H -2.131 5.737 -3.187
60 H -2.503 -2.721 2.363
61 H -3.844 -3.836 2.046
62 H -0.105 -3.208 -2.818
63 H -1.269 3.421 -3.127
64 H -0.901 -4.771 2.377
65 H 1.900 -3.864 -1.893
66 H 3.147 1.434 0.939
67 H 1.232 -0.150 1.103
68 H 3.085 5.078 3.207
69 H -1.335 7.405 -1.519
70 H -2.254 -5.842 2.011

Output
<S²> ... 2.07
Net charge ... -2
LUMO energy (spin up / spin down) ... 4.48 / 4.48 eV
Multiplicity ... 3
E_HOMO (spin up / spin down) ... 0.02 / -1.63 eV

Results of the Löwdin charge analysis, in e, for atoms 1 through 8:
1 Sb 1.49
2 As -0.02
3 Ti 0.18
4 S 0.00
5 S -0.27
6 S -0.13
7 S -0.04
8 F 0.00



Which structure wins on stability? a) wins.



a) Computed, not measured: a 5-piece molecular cluster, C2H13NO4 overall, with wB97M-V/def2-TZVPD.

Atoms and positions in Å:
1 O -2.535 -1.290 1.177
2 O 2.975 -0.614 0.388
3 O 0.434 -2.256 0.992
4 O 2.321 2.000 -0.836
5 N -0.250 0.628 -0.275
6 C -1.343 1.184 -0.962
7 C -2.661 0.852 -1.197
8 H 0.439 -2.508 1.902
9 H -2.841 -0.262 -1.204
10 H 1.311 -1.930 0.970
11 H -3.448 1.462 -1.673
12 H 1.355 1.798 -0.930
13 H -3.143 -1.376 1.972
14 H -0.066 -0.234 0.104
15 H 3.832 -1.037 0.107
16 H -1.700 -1.897 1.258
17 H -1.031 2.209 -1.390
18 H 0.066 1.344 0.463
19 H 3.038 0.255 -0.128
20 H 2.396 2.855 -0.336

Output
LUMO energy ... 0.57 eV
SMILES ... C=CN.O.O.O.O
E_HOMO ... -8.22 eV

Results of the Löwdin charge analysis, in e, for atoms 1 through 8:
1 O -0.13
2 O -0.11
3 O -0.03
4 O -0.10
5 N 0.02
6 C -0.30
7 C -0.03
8 H 0.04



b) Computed, not measured: a 5-piece molecular cluster, C2H13NO4 overall, with wB97M-V/def2-TZVPD.

Atoms and positions in Å:
1 O 0.583 1.178 -0.539
2 O 3.039 -1.325 0.476
3 O -2.956 2.266 -0.118
4 O 1.658 4.018 -0.055
5 N 0.279 -2.677 -0.536
6 C -1.767 -1.902 0.544
7 C -0.490 -1.761 0.238
8 H 0.991 3.726 -0.749
9 H 3.128 -0.627 1.180
10 H -0.190 -3.536 -1.017
11 H 1.189 -2.373 -0.466
12 H 0.590 1.190 -1.574
13 H -3.827 2.289 0.280
14 H -2.292 -2.703 0.038
15 H -2.043 -1.437 1.597
16 H 1.303 3.791 0.868
17 H -2.967 1.551 -0.712
18 H -0.334 1.059 -0.327
19 H 3.971 -1.655 0.194
20 H 0.134 -1.074 0.679

Output
LUMO energy ... 0.54 eV
SMILES ... C=CN.O.O.O.O
E_HOMO ... -7.92 eV

Results of the Löwdin charge analysis, in e, for atoms 1 through 8:
1 O -0.09
2 O -0.11
3 O -0.04
4 O -0.13
5 N 0.04
6 C -0.07
7 C -0.33
8 H 0.04



Which structure wins on stability? a) wins.



a) Computed, not measured: C10H17N2O2 as an isolated structure, with wB97M-V/def2-TZVPD.

Atoms and positions in Å:
1 O 2.765 -0.379 1.478
2 O -1.547 1.060 -1.178
3 N 0.507 -1.532 0.605
4 N 1.232 1.614 -1.329
5 C 0.945 1.474 1.060
6 C 0.430 -0.552 -0.348
7 C 0.418 -2.678 0.080
8 C 0.162 -2.547 -1.387
9 C 1.290 0.670 -0.190
10 C 2.748 0.068 0.058
11 C -2.873 0.508 1.402
12 C -2.258 -0.584 0.495
13 C 0.193 -1.224 -1.628
14 C -1.378 0.163 -0.413
15 H -1.829 -1.488 1.057
16 H 0.354 1.427 -1.725
17 H 1.746 2.119 1.309
18 H -0.041 -0.762 -2.631
19 H 2.144 1.494 -1.795
20 H -3.122 -1.102 -0.047
21 H -2.955 0.124 2.397
22 H -2.269 1.420 1.593
23 H 2.868 -0.749 -0.739
24 H -0.085 -3.285 -2.128
25 H 1.915 -0.980 1.585
26 H -0.020 2.003 0.749
27 H -3.750 0.952 0.869
28 H 1.237 2.510 -0.939
29 H 3.684 0.768 0.163
30 H 0.459 -3.519 0.653
31 H 0.895 0.862 1.891

Output
Net charge ... +1
LUMO energy ... -3.71 eV
E_HOMO ... -12.81 eV

Results of the Löwdin charge analysis, in e, for atoms 1 through 8:
1 O -0.13
2 O 0.13
3 N 0.05
4 N 0.30
5 C 0.01
6 C -0.37
7 C -0.04
8 C 0.02



b) Computed, not measured: a 2-piece molecular cluster, C10H17N2O2 overall, with wB97M-V/def2-TZVPD.

Atoms and positions in Å:
1 O 0.500 3.303 -1.414
2 O -0.904 1.604 -1.994
3 N -2.849 -1.349 -0.013
4 N 1.473 2.094 0.707
5 C 0.629 2.102 1.588
6 C 3.753 1.935 -0.119
7 C -1.266 -2.449 1.743
8 C 2.205 2.029 -0.344
9 C -1.395 -1.771 0.341
10 C -1.754 -0.354 0.292
11 C -0.730 2.733 -1.648
12 C -0.554 -2.282 -0.789
13 C -0.165 2.532 2.572
14 C 1.688 2.518 -1.618
15 H -0.899 -1.708 2.430
16 H -0.901 -2.041 -1.822
17 H 2.450 3.249 -2.017
18 H -2.149 -2.854 2.108
19 H 4.344 2.290 -0.955
20 H -3.195 -1.230 -0.941
21 H -3.519 -1.416 0.727
22 H -0.451 -3.181 1.491
23 H -0.565 -3.379 -0.648
24 H -1.710 0.490 -0.401
25 H 0.237 2.471 3.634
26 H 0.439 -1.904 -0.607
27 H -1.446 3.436 -1.311
28 H -1.236 2.597 2.501
29 H 1.352 1.768 -2.334
30 H 4.020 2.549 0.781
31 H 4.021 0.935 0.110

Output
Net charge ... +1
LUMO energy (spin up / spin down) ... -4.32 / -5.32 eV
E_HOMO (spin up / spin down) ... -10.37 / -8.70 eV

Results of the Löwdin charge analysis, in e, for atoms 1 through 8:
1 O -0.03
2 O 0.07
3 N 0.10
4 N 0.18
5 C -0.03
6 C 0.02
7 C 0.01
8 C -0.18



Which structure wins on stability? a) wins.



a) Computed, not measured: a 2-piece molecular cluster, C7H8O overall, with wB97M-V/def2-TZVPD.

Atoms and positions in Å:
1 O -1.537 0.021 -0.180
2 C -1.442 -1.174 0.582
3 C -1.453 1.162 0.510
4 C 1.613 -0.503 -0.253
5 C 1.233 0.628 -0.744
6 C 1.027 1.473 -1.730
7 C -1.937 2.001 1.244
8 C 2.220 -1.574 0.183
9 H -2.406 -1.403 1.044
10 H -0.693 -1.099 1.375
11 H -1.157 -1.951 -0.125
12 H 1.811 1.828 -2.380
13 H 3.266 -1.761 -0.015
14 H 0.014 1.788 -1.936
15 H 1.711 -2.339 0.752
16 H -2.270 2.902 1.675

Output
LUMO energy ... 0.36 eV
SMILES ... C=C=C=C.C#COC
E_HOMO ... -9.01 eV

Results of the Löwdin charge analysis, in e, for atoms 1 through 8:
1 O -0.14
2 C -0.07
3 C -0.25
4 C -0.13
5 C -0.11
6 C 0.03
7 C 0.13
8 C 0.00



b) Computed, not measured: C7H8O in the gas phase, with wB97M-V/def2-TZVPD.

Atoms and positions in Å:
1 O 0.112 0.654 -1.721
2 C 0.757 1.823 -1.705
3 C -1.557 -1.177 1.008
4 C 0.842 -1.146 1.458
5 C -1.325 -0.443 -0.197
6 C -0.585 -1.491 1.730
7 C -0.065 -0.105 -0.615
8 C 1.042 -0.459 0.189
9 H -2.692 -1.298 1.194
10 H -2.206 -0.006 -0.795
11 H -0.651 -1.887 2.629
12 H 1.618 -1.421 1.949
13 H 0.652 2.541 -2.731
14 H 2.129 0.104 -0.019
15 H 0.261 2.521 -0.861
16 H 1.670 1.788 -1.512

Output
LUMO energy ... 0.99 eV
SMILES ... COc1ccccc1
E_HOMO ... -8.87 eV

Results of the Löwdin charge analysis, in e, for atoms 1 through 8:
1 O -0.10
2 C -0.15
3 C -0.13
4 C 0.03
5 C 0.00
6 C -0.12
7 C -0.33
8 C 0.01



c) Computed, not measured: C7H8O as an isolated structure, with wB97M-V/def2-TZVPD.

Atoms and positions in Å:
1 O 2.536 -1.518 -0.181
2 C 1.819 -0.574 -0.080
3 C -1.931 0.097 -0.059
4 C 0.591 1.532 -0.039
5 C -0.457 0.518 -0.378
6 C 0.236 -0.546 0.291
7 C 1.922 1.110 -0.056
8 C -0.984 -1.411 -0.002
9 H 0.613 2.743 0.330
10 H -1.391 -2.207 0.673
11 H -0.946 -2.053 -0.818
12 H -2.135 0.272 0.952
13 H 2.810 1.887 0.260
14 H -2.723 0.050 -0.786
15 H -0.399 0.438 -1.410
16 H 0.439 -0.335 1.302

Output
LUMO energy ... 0.61 eV
E_HOMO ... -8.93 eV

Results of the Löwdin charge analysis, in e, for atoms 1 through 8:
1 O 0.10
2 C -0.25
3 C 0.04
4 C -0.09
5 C -0.35
6 C -0.27
7 C -0.01
8 C -0.05



Which structure wins on stability? b) wins.